Record 1
The following is a quantum chemistry calculation of a molecular structure, C28H31N2O3SnTe, from the Open Molecules 2025 dataset.

Structure (ORCA input):
```
! wB97M-V def2-TZVPD RIJCOSX def2/J DEFGRID3
* xyz 0 2
H 1.511 -1.197 4.324
C 1.359 -1.752 -2.091
C -3.147 -2.998 -5.962
C -3.091 -2.448 -3.643
C 3.317 0.407 1.764
H 2.949 0.261 2.778
Sn -0.810 0.611 -0.171
C -1.777 -2.339 1.182
H -0.522 -6.774 -1.874
C -5.230 -2.404 -2.260
C -4.517 -3.212 -5.904
H 3.570 1.456 1.628
H -2.627 -3.134 -6.907
H -6.237 -3.164 -4.626
C -5.164 -3.013 -4.689
H -3.124 -4.873 -2.607
H 1.773 -1.467 -1.120
C 1.205 -5.519 -2.032
C 0.050 -1.690 2.830
C -1.616 -2.334 4.955
C -2.546 -5.077 -1.703
H -0.401 -3.359 -5.050
N -1.383 -1.411 0.266
C -1.092 -4.721 -1.880
H -5.199 -2.888 -7.922
C 1.638 -4.207 -2.076
H -3.049 -2.887 3.441
C -0.332 -1.858 5.199
O 2.325 -0.013 0.807
H 2.176 -1.728 -2.814
H -2.978 -4.513 -0.874
H -5.246 -1.346 -1.986
C -5.282 -3.635 -7.131
C 0.743 1.789 -2.487
C 0.750 -3.131 -2.039
C 2.179 -6.666 -2.077
C -0.921 -2.398 -5.015
H 1.975 -7.320 -2.927
H 2.701 -3.998 -2.145
C 1.195 0.714 0.797
H -2.641 -6.138 -1.475
H -6.264 -2.732 -2.360
C -1.236 -2.158 2.584
Te -1.999 -1.798 -1.848
C -2.062 -2.495 3.651
C -0.621 -3.399 -1.953
N 1.094 2.888 -2.613
O 1.039 1.670 1.535
H 3.206 -6.312 -2.163
H -4.776 -2.941 -1.426
C -4.472 -2.626 -3.546
H -0.722 -1.874 -5.950
H 0.018 -1.741 6.217
H -2.267 -2.585 5.783
C -2.407 -2.604 -4.847
H 4.177 -0.227 1.572
H -4.898 -4.575 -7.531
H 0.650 -0.985 -2.392
H -0.471 -1.817 -4.208
C 0.504 -1.548 4.135
H 2.108 -7.276 -1.175
H 0.709 -1.474 1.999
O -2.530 -3.275 0.975
H -6.340 -3.773 -6.910
C -0.163 -5.752 -1.934
H 1.407 3.832 -2.693
*
```

Orbital gap (spin up / spin down) = 7.20 / 6.65 eV
E_LUMO (spin up / spin down) = -0.0072 / -0.0419 hartree
<S²> = 0.763
Highest occupied orbital energy (spin up / spin down) = -7.40 / -7.79 eV

Just the natural (NBO) charges please, in e? Sure, here they are: number 1, H, carries 0.206; number 2, C, carries -0.664; number 3, C, carries -0.220; number 4, C, carries -0.169; number 5, C, carries -0.274; number 6, H, carries 0.190; number 7, Sn, carries 1.139; number 8, C, carries 0.610; number 9, H, carries 0.205; number 10, C, carries -0.644; number 11, C, carries -0.003; number 12, H, carries 0.195; number 13, H, carries 0.203; number 14, H, carries 0.204; number 15, C, carries -0.223; number 16, H, carries 0.223; number 17, H, carries 0.245; number 18, C, carries -0.008; number 19, C, carries -0.232; number 20, C, carries -0.212; number 21, C, carries -0.660; number 22, H, carries 0.230; number 23, N, carries -1.092; number 24, C, carries -0.029; number 25, H, carries 0.219; number 26, C, carries -0.183; number 27, H, carries 0.231; number 28, C, carries -0.211; number 29, O, carries -0.537; number 30, H, carries 0.222; number 31, H, carries 0.260; number 32, H, carries 0.219; number 33, C, carries -0.627; number 34, C, carries 0.300; number 35, C, carries -0.060; number 36, C, carries -0.628; number 37, C, carries -0.638; number 38, H, carries 0.219; number 39, H, carries 0.196; number 40, C, carries 0.363; number 41, H, carries 0.216; number 42, H, carries 0.218; number 43, C, carries -0.047; number 44, Te, carries 0.924; number 45, C, carries -0.201; number 46, C, carries -0.199; number 47, N, carries -0.699; number 48, O, carries -0.653; number 49, H, carries 0.213; number 50, H, carries 0.236; number 51, C, carries -0.060; number 52, H, carries 0.219; number 53, H, carries 0.211; number 54, H, carries 0.212; number 55, C, carries -0.049; number 56, H, carries 0.196; number 57, H, carries 0.220; number 58, H, carries 0.221; number 59, H, carries 0.215; number 60, C, carries -0.203; number 61, H, carries 0.222; number 62, H, carries 0.222; number 63, O, carries -0.647; number 64, H, carries 0.214; number 65, C, carries -0.221; number 66, H, carries 0.454

Record 2
The following is a quantum chemistry calculation of 10 unconnected molecules or ions with the total composition C36H101N9O10, from the Open Molecules 2025 dataset.

Structure (ORCA input):
```
! wB97M-V def2-TZVPD RIJCOSX def2/J DEFGRID3
* xyz 0 1
H 0.124 -5.031 0.976
C -2.547 4.215 4.058
H 2.370 -4.008 -5.542
H 4.212 4.118 1.320
H -6.212 -1.304 -2.533
H -1.028 5.586 4.286
H 3.018 3.241 -0.723
N 2.080 3.676 -0.527
H -0.410 -6.106 3.167
H -3.634 -0.726 0.699
C -3.303 5.151 3.055
H -3.084 5.420 5.746
O 5.070 -2.180 -1.974
H -5.773 -3.807 -0.669
H -0.461 3.627 -4.220
C 5.053 -1.369 1.342
C 5.842 2.542 -0.140
C 5.173 -3.530 -2.243
H -0.222 -3.116 3.423
N 4.677 3.350 1.807
H -3.453 0.680 -3.093
H 0.777 -2.230 -1.925
H -2.305 -0.081 4.905
H -0.486 3.699 -0.899
H 6.185 -0.264 -5.909
H -3.051 0.496 6.385
H -2.021 -0.872 6.470
H 6.221 -3.956 -2.099
H -0.988 2.702 0.486
H -2.633 5.227 2.170
H 3.960 -0.083 -3.957
C 0.064 0.498 5.303
H -5.114 -3.882 -3.293
H -0.932 -1.091 -1.096
H -0.718 -2.697 1.817
H 7.530 -0.149 -4.714
O -4.360 -2.359 -0.447
O -4.372 2.504 -3.508
H 2.119 0.954 -0.623
C 1.137 2.730 0.093
C -1.870 2.098 -3.515
H -5.326 -0.660 0.253
H -1.450 -4.226 -2.701
C -1.491 3.266 -4.448
C -0.196 -2.505 -2.418
H -1.491 2.949 -5.484
C 0.385 0.130 1.378
H -0.802 -2.744 -4.434
H 3.846 2.079 0.271
H 5.729 -2.283 -4.636
H 3.226 1.292 5.358
H 1.657 3.839 -1.431
H 1.113 -6.552 2.541
H 5.332 3.230 -0.909
H -5.108 3.610 -2.016
H 2.785 -0.225 5.482
H -2.147 4.132 -4.370
H -2.295 -5.062 1.203
C 1.289 1.213 5.848
H -2.523 3.153 3.706
H 4.085 3.085 2.633
H 6.140 -1.467 1.419
H 0.029 0.682 4.212
H 1.322 1.195 6.892
H 2.155 -4.172 0.845
H 0.145 -0.583 5.468
C -5.716 -2.713 -0.852
H 6.958 -1.678 -2.536
O -4.671 5.025 2.783
C -4.675 2.653 -2.090
H -1.721 2.500 -2.501
H -0.895 -3.997 -1.070
H 0.212 2.986 5.989
N -0.907 0.982 -3.675
H -2.592 3.755 6.212
N 2.488 0.637 5.125
C 1.098 1.408 -0.555
N -1.206 -1.612 -1.891
O -1.898 -4.005 2.862
C -4.336 -0.943 -0.128
H -6.468 -2.218 -0.287
H 1.064 -5.355 3.893
H -4.862 2.882 2.457
H 1.500 0.232 1.640
O -1.089 0.923 6.037
H -5.820 3.979 1.486
H 0.787 1.493 -1.640
C 1.111 2.619 5.462
H 2.122 1.570 -4.792
H 6.775 3.135 0.055
H -1.027 0.334 -2.856
C 0.080 -2.345 -3.929
C -2.680 -4.235 1.713
C 0.396 -4.570 1.940
O 4.670 -0.118 0.828
H 0.240 -4.602 -2.246
H 0.754 1.690 -4.026
H -3.680 -4.512 2.073
H -7.980 -2.579 -3.422
N -5.082 -2.863 -3.252
H 4.632 -2.118 0.695
C -0.586 -3.939 -2.144
C 4.952 0.955 1.699
C -0.668 -3.564 2.478
H 3.642 -1.594 -3.783
C -2.167 0.043 5.934
H 1.517 2.573 1.085
H -8.078 -2.599 -1.703
H -2.766 -3.430 1.074
O 1.693 2.031 -4.058
O 0.231 0.473 0.016
H 2.124 -3.395 2.301
C -7.505 -2.981 -2.546
H -1.177 0.445 -4.525
H 0.692 -3.957 -6.163
H 6.005 0.909 2.102
C -3.332 1.593 -3.698
H 4.861 -3.787 -3.252
H 1.017 2.763 4.372
H 4.613 -1.478 2.332
O 1.115 -3.315 -4.201
H 0.047 -0.875 1.560
H -4.173 -0.322 -1.018
H 1.667 -2.511 -6.110
H 5.858 -0.364 -2.211
C -6.081 -2.366 -2.363
C 0.581 -5.678 2.961
C -0.246 3.374 0.124
H -0.235 4.227 0.821
C -4.886 3.875 1.959
H -3.639 2.617 -1.624
H -2.120 -2.080 -1.786
H 4.492 -3.994 -1.534
H -7.528 -4.097 -2.582
H -4.212 -2.619 -2.787
H -5.209 1.782 -1.631
H 1.941 3.310 5.809
H 0.278 -1.312 -4.241
H -3.272 6.074 3.594
C 1.450 -3.414 -5.562
H 6.088 1.634 -0.728
H -4.086 3.766 1.218
H -3.400 1.310 -4.802
H -0.535 4.051 4.391
C 4.790 2.232 0.900
H 4.383 0.859 2.634
N 4.206 -0.982 -4.339
C 5.618 -1.311 -4.149
C -3.182 4.361 5.504
H -4.266 4.178 5.456
C 6.414 -0.185 -4.854
H -0.034 0.922 1.942
C 5.945 -1.346 -2.647
H 6.071 0.843 -4.732
N 1.597 -3.756 1.568
N -1.131 4.663 3.908
*
```

Orbital gap = 9.31 eV
E_LUMO = 0.0168 hartree
SMILES = COC[C@H](C)N.COC[C@H](C)N.COC[C@H](C)N.COC[C@H](C)N.COC[C@H](C)N.COC[C@H](C)N.COC[C@H](C)N.COC[C@H](C)N.COC[C@H](C)N.O
Highest occupied orbital energy = -8.86 eV

Löwdin population analysis, charges in e, atoms 1 to 99: number 1, H, carries 0.124; number 2, C, carries -0.385; number 3, H, carries 0.086; number 4, H, carries 0.071; number 5, H, carries 0.126; number 6, H, carries 0.072; number 7, H, carries 0.060; number 8, N, carries 0.061; number 9, H, carries 0.077; number 10, H, carries 0.096; number 11, C, carries -0.245; number 12, H, carries 0.066; number 13, O, carries -0.201; number 14, H, carries 0.136; number 15, H, carries 0.076; number 16, C, carries -0.102; number 17, C, carries -0.063; number 18, C, carries -0.122; number 19, H, carries 0.144; number 20, N, carries 0.038; number 21, H, carries 0.105; number 22, H, carries 0.159; number 23, H, carries 0.069; number 24, H, carries 0.077; number 25, H, carries 0.063; number 26, H, carries 0.094; number 27, H, carries 0.082; number 28, H, carries 0.115; number 29, H, carries 0.057; number 30, H, carries 0.122; number 31, H, carries 0.063; number 32, C, carries -0.194; number 33, H, carries 0.080; number 34, H, carries 0.039; number 35, H, carries 0.089; number 36, H, carries 0.090; number 37, O, carries -0.228; number 38, O, carries -0.186; number 39, H, carries 0.134; number 40, C, carries -0.464; number 41, C, carries -0.411; number 42, H, carries 0.082; number 43, H, carries 0.073; number 44, C, carries -0.052; number 45, C, carries -0.417; number 46, H, carries 0.073; number 47, C, carries -0.071; number 48, H, carries 0.120; number 49, H, carries 0.101; number 50, H, carries 0.130; number 51, H, carries 0.065; number 52, H, carries 0.062; number 53, H, carries 0.078; number 54, H, carries 0.091; number 55, H, carries 0.072; number 56, H, carries 0.043; number 57, H, carries 0.075; number 58, H, carries 0.070; number 59, C, carries -0.421; number 60, H, carries 0.133; number 61, H, carries 0.083; number 62, H, carries 0.094; number 63, H, carries 0.115; number 64, H, carries 0.123; number 65, H, carries 0.061; number 66, H, carries 0.123; number 67, C, carries -0.175; number 68, H, carries 0.116; number 69, O, carries -0.155; number 70, C, carries -0.061; number 71, H, carries 0.108; number 72, H, carries 0.077; number 73, H, carries 0.082; number 74, N, carries 0.018; number 75, H, carries 0.068; number 76, N, carries 0.065; number 77, C, carries -0.228; number 78, N, carries 0.059; number 79, O, carries -0.156; number 80, C, carries -0.086; number 81, H, carries 0.089; number 82, H, carries 0.082; number 83, H, carries 0.091; number 84, H, carries 0.119; number 85, O, carries -0.197; number 86, H, carries 0.067; number 87, H, carries 0.123; number 88, C, carries -0.097; number 89, H, carries 0.021; number 90, H, carries 0.089; number 91, H, carries 0.063; number 92, C, carries -0.172; number 93, C, carries -0.083; number 94, C, carries -0.401; number 95, O, carries -0.194; number 96, H, carries 0.067; number 97, H, carries -0.019; number 98, H, carries 0.107; number 99, H, carries 0.065

Values of relative energy (zero: lowest compared OMol25 entry of this formula, charge and spin), in order: 37.2 43.2, all in kJ/mol.
Values of strongest force on any atom, in order: 0.97 3.54, all in eV/A.